DFT (ωB97M-V/def2-TZVPD) results for C42H80MgO27S8 as an isolated structure.

Computed properties:
maximum force = 5.16 eV Å⁻¹
Kohn-Sham gap = 7.2 eV
energy = -192256.97183 eV

Geometry (Å):
Mg1 -0.867 3.034 -1.927
C1 1.032 0.430 0.525
C2 0.264 1.130 -0.430
C3 -1.112 0.519 -0.947
O1 -1.687 1.177 -1.820
C4 -1.466 -0.724 -0.404
C5 -0.766 -1.285 0.650
C6 0.569 -0.701 1.106
O2 1.293 -1.193 2.048
O3 -1.214 -2.428 0.989
O4 0.612 2.205 -1.018
H1 1.961 0.880 0.844
H2 -2.287 -1.296 -0.811
C7 4.560 -1.716 0.428
C8 4.847 -0.677 1.472
C9 5.447 -1.190 2.792
O5 6.380 -0.086 3.000
C10 6.724 0.537 1.867
O6 7.597 1.332 1.699
O7 5.913 0.176 0.948
H3 3.922 -1.212 -0.298
H4 3.865 -2.410 0.901
H5 5.442 -2.122 -0.067
H6 3.993 -0.059 1.750
H7 5.914 -2.174 2.831
H8 4.710 -1.226 3.594
C11 0.478 -3.640 5.130
C12 0.057 -4.287 3.780
C13 1.237 -4.489 2.807
O8 1.493 -5.878 2.861
C14 0.485 -6.459 3.597
O9 0.313 -7.648 3.599
O10 -0.385 -5.589 4.092
H9 -0.369 -3.665 5.815
H10 0.729 -2.597 4.935
H11 1.324 -4.120 5.622
H12 -0.766 -3.849 3.217
H13 2.132 -3.926 3.075
H14 0.784 -4.207 1.857
C15 -4.656 -5.525 -0.225
C16 -3.371 -4.821 -0.295
C17 -2.206 -5.704 0.097
O11 -1.253 -5.739 -0.931
C18 -1.762 -4.966 -1.952
O12 -1.193 -4.708 -2.986
O13 -2.974 -4.568 -1.619
H15 -4.813 -6.411 -0.839
H16 -5.379 -4.779 -0.557
H17 -4.865 -5.768 0.816
H18 -3.282 -3.905 0.289
H19 -2.551 -6.719 0.296
H20 -1.687 -5.373 0.996
C19 -3.421 -1.264 -3.563
C20 -2.234 -0.804 -4.333
C21 -0.946 -1.588 -3.995
O14 -0.731 -2.317 -5.204
C22 -1.521 -1.874 -6.165
O15 -1.557 -2.418 -7.298
O16 -2.410 -0.984 -5.691
H21 -3.501 -2.351 -3.548
H22 -4.370 -0.870 -3.928
H23 -3.230 -0.880 -2.561
H24 -2.116 0.265 -4.156
H25 -1.095 -2.259 -3.149
H26 -0.044 -1.015 -3.779
C23 3.342 -0.465 6.059
C24 2.763 0.451 4.963
C25 1.193 0.626 4.955
O17 1.109 2.007 4.695
C26 2.301 2.636 4.813
O18 2.331 3.832 4.749
O19 3.322 1.764 5.149
H27 4.430 -0.408 6.051
H28 3.122 -1.514 5.861
H29 2.969 -0.139 7.030
H30 3.046 0.101 3.970
H31 0.779 0.342 5.922
H32 0.704 -0.020 4.226
C27 3.829 2.642 -0.252
S1 5.162 3.822 -0.314
O20 4.749 5.146 -0.945
C28 5.159 3.926 1.534
H33 4.005 1.874 0.501
H34 3.848 2.120 -1.209
H35 2.871 3.098 -0.001
H36 5.917 4.614 1.910
H37 5.352 2.914 1.889
H38 4.232 4.318 1.952
C29 -0.598 6.117 -4.251
S2 0.229 6.114 -2.622
O21 -0.074 4.776 -1.911
C30 1.988 5.850 -3.183
H39 -0.227 6.935 -4.867
H40 -1.670 6.313 -4.223
H41 -0.257 5.154 -4.630
H42 2.488 5.626 -2.241
H43 2.389 6.706 -3.727
H44 2.057 4.963 -3.812
C31 2.467 1.876 -3.879
S3 0.745 1.864 -4.561
O22 -0.112 2.550 -3.545
C32 0.949 2.985 -6.000
H45 2.875 2.886 -3.887
H46 3.047 1.228 -4.536
H47 2.451 1.360 -2.919
H48 0.001 3.097 -6.525
H49 1.745 2.532 -6.591
H50 1.217 3.996 -5.694
C33 -4.515 5.272 -3.425
S4 -3.281 3.983 -3.892
O23 -2.358 3.750 -2.676
C34 -4.370 2.462 -3.910
H51 -5.117 4.874 -2.608
H52 -5.151 5.506 -4.278
H53 -4.048 6.193 -3.074
H54 -5.340 2.634 -4.377
H55 -4.566 2.098 -2.901
H56 -3.796 1.657 -4.368
C35 2.211 -4.847 -3.359
S5 2.905 -3.507 -2.274
O24 2.590 -2.262 -3.098
C36 1.726 -3.510 -0.857
H57 2.648 -4.781 -4.355
H58 1.141 -4.652 -3.438
H59 2.382 -5.797 -2.853
H60 1.816 -2.668 -0.171
H61 2.111 -4.335 -0.257
H62 0.711 -3.775 -1.153
C37 -2.093 -1.353 4.437
S6 -2.832 0.422 4.726
O25 -2.304 0.911 6.092
C38 -1.882 1.322 3.438
H63 -1.072 -1.500 4.791
H64 -2.109 -1.577 3.371
H65 -2.661 -2.194 4.834
H66 -0.928 0.833 3.243
H67 -1.693 2.362 3.702
H68 -2.469 1.338 2.520
C39 -5.996 -1.483 -0.529
S7 -5.381 -0.712 1.028
O26 -6.670 -0.358 1.805
C40 -4.839 -2.291 1.802
H69 -6.203 -0.821 -1.369
H70 -6.920 -2.002 -0.272
H71 -5.291 -2.252 -0.844
H72 -3.854 -2.674 1.532
H73 -5.547 -3.119 1.781
H74 -4.713 -2.127 2.872
C41 -1.545 5.999 1.141
S8 -1.430 4.160 1.265
O27 -1.598 3.543 -0.115
C42 0.384 4.075 1.704
H75 -1.088 6.443 2.026
H76 -2.526 6.463 1.033
H77 -0.963 6.153 0.233
H78 0.745 3.060 1.870
H79 0.557 4.720 2.565
H80 0.988 4.530 0.919

DFT (ωB97M-V/def2-TZVPD) results for a 3-piece molecular cluster, C42H84ClF2N5O4PS overall.

Computed properties:
maximum force = 4.97 eV Å⁻¹
⟨S²⟩ = 2.01
Kohn-Sham gap (alpha / beta) = 7.5 / 8.2 eV
multiplicity = 3
energy = -98622.79341 eV
total charge = +1

Geometry (Å):
C1 12.068 -1.209 -1.215
C2 12.286 0.384 -1.469
C3 11.539 0.926 -2.784
C4 10.442 2.100 -2.471
C5 9.112 1.680 -3.253
C6 7.823 2.588 -2.972
C7 6.422 1.761 -2.916
C8 6.273 0.631 -4.016
C9 5.094 -0.437 -3.835
C10 5.311 -1.489 -5.029
C11 5.484 -1.300 -2.494
N1 4.378 -2.043 -1.866
C12 4.505 -3.471 -1.763
S1 4.733 -4.429 -3.389
C13 6.343 -5.394 -3.193
C14 7.296 -5.288 -4.486
C15 3.133 -1.326 -1.640
C16 1.936 -2.141 -0.932
C17 2.270 -2.725 0.525
C18 1.338 -2.244 1.721
N2 -0.121 -2.219 1.434
C19 3.459 -0.123 -0.595
C20 2.261 0.855 -0.255
O1 1.243 0.630 0.405
F1 2.383 2.231 -0.700
C21 2.721 -0.793 -3.145
P1 0.868 -0.530 -3.396
O2 0.511 -0.580 -5.101
Cl1 0.228 1.430 -2.844
N3 3.700 0.177 -3.740
C22 3.284 1.048 -4.876
C23 3.217 0.540 -6.370
C24 4.372 1.294 -7.240
F2 2.003 1.046 -7.015
H1 12.201 -1.485 -0.103
H2 11.045 -1.578 -1.575
H3 12.849 -1.845 -1.778
H4 13.415 0.499 -1.665
H5 12.013 0.953 -0.515
H6 10.971 0.026 -3.239
H7 12.283 1.261 -3.598
H8 10.913 3.069 -2.845
H9 10.256 2.080 -1.347
H10 9.317 1.680 -4.379
H11 8.876 0.578 -2.984
H12 7.962 3.275 -2.072
H13 7.710 3.289 -3.887
H14 5.608 2.561 -3.129
H15 6.276 1.458 -1.828
H16 7.224 0.006 -4.220
H17 6.070 1.166 -5.024
H18 4.341 -2.013 -5.365
H19 5.742 -0.901 -5.921
H20 6.062 -2.316 -4.818
H21 5.949 -0.624 -1.675
H22 6.319 -2.068 -2.715
H23 5.502 -3.696 -1.206
H24 3.734 -4.096 -1.221
H25 6.940 -4.932 -2.316
H26 6.125 -6.477 -2.909
H27 7.254 -6.267 -5.095
H28 7.048 -4.389 -5.142
H29 8.408 -5.177 -4.190
H30 1.711 -3.036 -1.632
H31 0.958 -1.572 -0.831
H32 2.136 -3.874 0.447
H33 3.402 -2.596 0.735
H34 1.761 -1.238 2.105
H35 1.515 -2.975 2.603
H36 -0.537 -1.295 1.664
H37 -0.552 -2.915 2.071
H38 4.313 0.572 -0.959
H39 3.859 -0.525 0.408
H40 2.895 -1.769 -3.758
H41 0.514 -1.543 -5.310
H42 3.846 0.907 -2.993
H43 4.028 1.939 -4.874
H44 2.284 1.599 -4.683
H45 3.196 -0.582 -6.548
H46 3.982 1.357 -8.327
H47 5.348 0.715 -7.293
H48 4.538 2.373 -6.913
C25 -4.930 1.972 3.947
C26 -3.724 0.991 3.969
C27 -3.506 0.333 2.585
C28 -4.440 -0.826 2.268
C29 -4.438 -1.837 3.407
C30 -4.787 -1.188 4.761
N4 -3.923 -0.002 5.070
O3 -2.698 -0.472 5.428
C31 -6.284 -0.796 4.742
C32 -4.713 -2.270 5.869
C33 -2.504 1.930 4.191
H49 -5.797 1.623 4.505
H50 -4.682 2.928 4.419
H51 -5.260 2.187 2.927
H52 -2.479 -0.048 2.520
H53 -3.594 1.084 1.792
H54 -5.451 -0.458 2.069
H55 -4.110 -1.318 1.347
H56 -5.147 -2.639 3.178
H57 -3.451 -2.314 3.459
H58 -6.569 -0.276 5.661
H59 -6.919 -1.683 4.662
H60 -6.558 -0.168 3.894
H61 -3.732 -2.750 5.924
H62 -5.436 -3.069 5.681
H63 -4.942 -1.843 6.850
H64 -2.532 2.393 5.182
H65 -2.502 2.734 3.449
H66 -1.548 1.409 4.087
C34 -13.093 1.529 3.471
C35 -11.803 1.466 4.336
C36 -11.604 2.771 5.148
C37 -11.018 3.935 4.361
C38 -9.757 3.500 3.627
C39 -10.004 2.278 2.720
N5 -10.640 1.136 3.455
O4 -9.680 0.567 4.232
C40 -10.879 2.727 1.525
C41 -8.666 1.870 2.052
C42 -12.125 0.360 5.382
H67 -12.908 1.604 2.402
H68 -13.690 0.616 3.570
H69 -13.732 2.369 3.755
H70 -10.931 2.575 5.992
H71 -12.553 3.086 5.593
H72 -11.761 4.337 3.665
H73 -10.773 4.751 5.048
H74 -9.377 4.340 3.035
H75 -8.976 3.273 4.363
H76 -11.133 1.880 0.880
H77 -10.348 3.457 0.907
H78 -11.804 3.220 1.825
H79 -7.882 1.645 2.782
H80 -8.279 2.682 1.429
H81 -8.798 0.995 1.409
H82 -12.216 -0.622 4.908
H83 -13.073 0.575 5.884
H84 -11.367 0.290 6.166

DFT (ωB97M-V/def2-TZVPD) results for a 5-piece molecular cluster, C42H84N2O15P overall.

Computed properties:
maximum force = 6.58 eV Å⁻¹
Kohn-Sham gap = 7.8 eV
energy = -87881.49745 eV
total charge = +1

Geometry (Å):
C1 -4.730 0.037 -1.668
C2 -3.473 0.902 -1.154
C3 -3.749 2.502 -1.230
C4 -2.847 3.253 -2.333
C5 -2.435 4.747 -1.889
C6 -0.965 4.835 -1.192
C7 -1.037 4.843 0.425
C8 0.274 5.461 1.137
C9 1.282 4.271 1.619
C10 0.887 3.673 3.078
C11 0.104 2.265 3.010
C12 1.038 0.985 3.428
C13 0.667 0.535 4.923
C14 1.031 -0.985 5.312
C15 1.844 -1.824 4.209
C16 0.985 -2.528 3.006
C17 2.220 -2.850 2.009
O1 1.693 -3.041 0.679
C18 2.688 -4.319 2.506
C19 3.441 -5.209 1.401
C20 4.972 -4.793 1.110
C21 5.230 -4.271 -0.408
O2 4.178 -3.403 -0.903
C22 3.395 -1.801 2.288
P1 3.555 -0.182 1.316
C23 2.624 -0.192 -0.325
C24 5.411 -0.121 0.796
C25 6.186 0.929 1.744
N1 3.206 -1.360 3.751
O3 4.295 -2.007 4.348
C26 4.447 -1.541 5.709
N2 4.481 -1.605 6.924
H1 -5.741 0.544 -1.437
H2 -4.767 -1.022 -1.196
H3 -4.632 -0.061 -2.809
H4 -3.193 0.560 -0.082
H5 -2.575 0.639 -1.837
H6 -4.861 2.706 -1.425
H7 -3.507 2.919 -0.185
H8 -1.937 2.597 -2.616
H9 -3.475 3.369 -3.304
H10 -3.252 5.112 -1.149
H11 -2.521 5.428 -2.809
H12 -0.373 5.750 -1.582
H13 -0.394 3.901 -1.539
H14 -1.941 5.468 0.793
H15 -1.183 3.788 0.864
H16 0.793 6.195 0.413
H17 -0.057 6.064 2.051
H18 2.326 4.760 1.694
H19 1.368 3.427 0.850
H20 0.143 4.434 3.536
H21 1.823 3.628 3.735
H22 -0.882 2.238 3.596
H23 -0.174 2.108 1.894
H24 0.855 0.199 2.619
H25 2.127 1.375 3.460
H26 -0.476 0.690 5.060
H27 1.155 1.216 5.719
H28 1.527 -1.010 6.358
H29 0.021 -1.539 5.454
H30 2.137 -2.773 4.816
H31 0.285 -1.867 2.389
H32 0.365 -3.379 3.446
H33 1.089 -3.825 0.770
H34 3.363 -4.310 3.444
H35 1.739 -4.917 2.812
H36 2.912 -5.284 0.390
H37 3.464 -6.291 1.822
H38 5.429 -4.085 1.902
H39 5.599 -5.766 1.191
H40 5.403 -5.143 -1.147
H41 6.210 -3.650 -0.437
H42 4.207 -3.364 -1.892
H43 4.462 -2.209 2.291
H44 1.565 -0.638 -0.272
H45 2.531 0.840 -0.829
H46 3.209 -0.850 -1.084
H47 5.421 0.265 -0.288
H48 5.849 -1.192 0.830
H49 7.185 1.167 1.224
H50 5.540 1.890 1.778
H51 6.351 0.486 2.788
H52 3.433 -0.361 3.974
C27 6.024 -10.644 -2.380
C28 4.732 -11.120 -1.741
O4 3.991 -10.015 -1.205
C29 3.288 -9.302 -2.099
O5 3.222 -9.515 -3.286
O6 2.683 -8.291 -1.447
C30 1.963 -7.403 -2.299
H53 6.600 -10.038 -1.676
H54 6.632 -11.493 -2.699
H55 5.824 -10.017 -3.252
H56 4.964 -11.780 -0.902
H57 4.122 -11.694 -2.444
H58 1.260 -7.945 -2.935
H59 2.662 -6.822 -2.905
H60 1.397 -6.716 -1.668
C31 -8.603 2.134 -6.782
C32 -8.305 2.138 -5.294
O7 -7.020 2.718 -5.033
C33 -6.978 4.062 -5.045
O8 -7.910 4.802 -5.244
O9 -5.706 4.440 -4.820
C34 -5.502 5.851 -4.888
H61 -7.791 1.655 -7.335
H62 -9.535 1.604 -6.989
H63 -8.693 3.152 -7.168
H64 -8.266 1.109 -4.929
H65 -9.088 2.651 -4.728
H66 -6.200 6.385 -4.238
H67 -5.601 6.192 -5.921
H68 -4.487 6.060 -4.548
C35 2.326 2.272 9.629
C36 1.033 1.791 10.262
O10 0.288 2.889 10.799
C37 -0.415 3.605 9.904
O11 -0.475 3.396 8.715
O12 -1.022 4.609 10.558
C38 -1.743 5.501 9.708
H69 2.898 2.877 10.337
H70 2.938 1.426 9.308
H71 2.128 2.903 8.759
H72 1.263 1.127 11.099
H73 0.427 1.218 9.554
H74 -2.443 4.960 9.068
H75 -1.044 6.087 9.107
H76 -2.312 6.181 10.342
C39 -2.596 1.003 -11.344
C40 -4.064 0.693 -11.116
O13 -4.304 0.337 -9.748
C41 -4.387 1.367 -8.889
O14 -4.288 2.539 -9.170
O15 -4.578 0.868 -7.655
C42 -4.604 1.859 -6.628
H77 -1.970 0.177 -10.995
H78 -2.397 1.177 -12.403
H79 -2.290 1.892 -10.786
H80 -4.350 -0.171 -11.720
H81 -4.704 1.525 -11.421
H82 -5.323 2.647 -6.856
H83 -3.604 2.278 -6.490
H84 -4.909 1.375 -5.700

Question: Which of these has the highest maximum force?
Answer: C42H84N2O15P

Question: What is the energy in the third record?
Answer: -87881.49745 eV

Question: What is the energy in the second record?
Answer: -98622.79341 eV